Computed, not measured: a structure of composition C21H26N4O3 in a non-equilibrium geometry, with ωB97M-V/def2-TZVPD.

Summary:
- 2S+1: 1
- HOMO energy: -8.4 eV
- ΔE to the lowest compared entry with this formula, charge and spin: 2049.2 kJ/mol
- Gap between HOMO and LUMO: 8.97 eV

Last column: natural (NBO) charge in e.
CARTESIAN COORDINATES (ANGSTROEM)
O1 5.00333 1.47926 -0.07078  -0.689
C1 4.07092 0.53772 -0.21017  0.615
N1 3.23120 0.31213 -1.18702  -0.552
H1 2.59958 -0.28538 -1.14414  0.389
C2 3.18608 1.39544 -2.45417  -0.227
C3 1.81704 2.07850 -2.13494  0.168
C4 0.63007 1.73654 -2.59056  -0.191
C5 -0.36807 2.24507 -2.06727  -0.376
C6 0.31084 3.17856 -1.27055  0.138
O2 1.52501 3.04512 -1.33624  -0.352
H2 -0.07145 4.00936 -0.47081  0.197
H3 -1.35297 2.17512 -2.14368  0.233
H4 0.45694 0.67824 -3.45394  0.164
H5 3.86382 2.20961 -1.95153  0.277
H6 3.35137 0.92375 -3.29702  0.213
C7 3.99570 -0.34836 0.94941  -0.255
N2 2.48484 -0.53760 0.91115  -0.472
C8 2.08094 -1.69299 1.80886  -0.054
C9 0.53583 -2.19618 1.40592  -0.340
H7 0.22750 -2.87613 1.95465  0.171
H8 0.69930 -2.31020 0.24509  0.203
C10 -0.21222 -0.75837 1.84134  -0.054
N3 -1.56471 -1.02078 1.11272  -0.658
C11 -2.71182 -0.64294 1.76626  0.805
O3 -2.75702 -0.88580 2.86205  -0.584
N4 -3.93301 -0.78518 0.83723  -0.722
C12 -4.01683 -0.90754 -0.68823  0.203
C13 -4.98407 -0.35752 -1.11991  -0.274
C14 -5.09710 -0.33468 -2.55313  -0.185
C15 -4.46747 -1.36643 -3.25616  -0.208
C16 -3.51330 -2.30880 -2.47153  -0.198
C17 -3.24733 -2.08788 -1.26445  -0.237
H9 -2.67967 -2.65174 -0.59909  0.237
H10 -2.92648 -2.94180 -3.16023  0.215
H11 -4.53302 -1.56326 -4.35508  0.215
H12 -5.92865 0.05263 -2.94052  0.200
H13 -5.49901 0.36398 -0.80303  0.208
H14 -4.73108 -0.16285 1.46445  0.392
H15 -1.52205 -0.92191 0.03128  0.384
C18 0.48229 0.48370 1.43052  -0.412
H16 -0.25417 1.44613 1.67410  0.212
C19 1.92890 0.65334 1.90594  -0.058
H17 2.41456 1.47374 1.41553  0.238
C20 2.04231 0.27519 3.11673  -0.474
H18 1.24772 0.47089 3.80228  0.229
H19 2.73681 0.65477 3.52939  0.212
C21 2.04773 -1.28379 3.19963  -0.425
H20 1.21566 -1.74379 3.74525  0.220
H21 3.08980 -1.78349 3.74601  0.212
H22 0.48391 0.57095 0.26891  0.225
H23 -0.53444 -0.91243 2.74640  0.209
H24 2.67020 -2.74472 1.61694  0.214
H25 4.24349 -1.58485 0.55210  0.201
H26 4.37892 -0.05941 1.79079  0.196